{"formula": "C34H26BrN5O2Sr", "method": "the ωB97M-V functional and the def2-TZVPD basis", "symbols": ["Sr", "Br", "O", "O", "N", "N", "N", "N", "N", "C", "C", "C", "C", "C", "C", "C", "C", "C", "C", "C", "C", "C", "C", "C", "C", "C", "C", "C", "C", "C", "C", "C", "C", "C", "C", "C", "C", "C", "C", "C", "C", "C", "C", "H", "H", "H", "H", "H", "H", "H", "H", "H", "H", "H", "H", "H", "H", "H", "H", "H", "H", "H", "H", "H", "H", "H", "H", "H", "H"], "xyz": [[0.449, 1.262, -0.079], [-1.165, -0.430, -2.093], [5.109, -1.812, 1.375], [2.392, 1.150, 0.502], [0.367, 2.904, -1.749], [2.531, -1.126, -0.011], [1.282, -1.074, -0.350], [-1.613, 2.317, 0.009], [-0.767, 0.451, 1.743], [1.313, 3.105, -2.638], [-1.862, -2.770, -0.710], [-3.074, -4.760, -0.030], [-0.304, -0.454, 2.576], [6.832, -0.633, 0.182], [-1.932, -3.962, 0.113], [6.265, 1.345, -1.054], [-3.223, -5.933, 0.681], [-2.558, 1.654, 0.704], [-1.026, 4.505, -2.898], [5.511, -0.771, 0.578], [-2.088, 0.666, 1.647], [-2.889, 4.243, -0.843], [-2.199, 5.278, -2.909], [-2.237, -6.342, 1.564], [-0.799, 3.568, -1.844], [3.127, 0.081, 0.682], [4.561, 0.168, 0.176], [-0.967, -4.367, 1.039], [7.208, 0.426, -0.628], [-4.828, 1.009, 1.328], [4.950, 1.208, -0.647], [-2.486, -1.057, 3.306], [1.158, 3.954, -3.740], [-1.822, 3.337, -0.852], [-4.392, 0.144, 2.304], [-3.068, 5.186, -1.849], [-1.116, -5.549, 1.741], [0.564, -2.114, -0.586], [-0.808, -1.980, -0.980], [-1.132, -1.245, 3.380], [-3.014, -0.084, 2.434], [-0.018, 4.641, -3.874], [-3.947, 1.723, 0.529], [1.959, 4.062, -4.455], [-0.700, -1.987, 4.034], [2.962, -2.026, 0.210], [-3.587, 4.232, -0.020], [5.888, -2.299, 1.674], [-2.804, -2.500, -1.171], [-0.184, 5.310, -4.705], [-3.844, -4.452, -0.721], [-3.168, -1.650, 3.900], [-2.382, 5.952, -3.733], [-4.355, 2.329, -0.266], [-5.083, -0.380, 2.947], [8.240, 0.526, -0.926], [2.240, 2.565, -2.475], [-2.347, -7.261, 2.119], [-4.116, -6.524, 0.548], [6.558, 2.170, -1.686], [4.196, 1.928, -0.930], [0.977, -3.127, -0.518], [0.773, -0.551, 2.615], [-0.349, -5.846, 2.441], [7.568, -1.355, 0.515], [-0.109, -3.745, 1.235], [3.188, -0.237, 1.754], [-3.922, 5.848, -1.797], [-5.889, 1.153, 1.181]], "atomic_forces_ev_per_a": [[-1.40, -0.25, -1.37], [-0.20, -0.45, -0.03], [-0.08, -0.14, 0.10], [3.71, 0.26, 1.01], [0.24, 0.97, -1.20], [0.98, -0.47, 0.12], [-0.65, -0.77, -0.14], [-0.85, 0.77, 0.26], [-0.40, -0.51, 1.51], [-0.05, -0.02, 0.02], [0.36, 0.78, -0.41], [0.19, 0.12, -0.06], [-0.08, 0.08, -0.01], [-0.01, -0.10, 0.07], [-0.07, -0.51, 0.31], [0.07, 0.08, -0.11], [-0.09, -0.07, 0.05], [-0.75, 0.12, -0.17], [0.12, -0.30, 0.31], [0.21, 0.42, -0.25], [-1.05, -0.29, 0.40], [0.25, -0.31, 0.24], [-0.34, 0.18, 0.09], [0.02, -0.01, 0.02], [-0.63, 0.81, -0.61], [0.93, -0.85, 0.70], [0.00, -0.18, 0.24], [-0.01, 0.13, -0.11], [0.03, -0.05, -0.03], [-0.11, -0.40, 0.49], [0.00, -0.07, 0.13], [0.22, 0.10, -0.06], [-0.08, 0.12, -0.14], [-0.64, 0.40, 0.01], [-0.37, 0.10, -0.21], [0.18, 0.20, -0.53], [0.03, -0.02, 0.08], [0.88, -0.44, 0.09], [-1.14, 0.07, -0.25], [-0.13, -0.10, 0.08], [0.35, 0.22, -0.17], [0.16, -0.19, 0.20], [0.43, 0.18, -0.24], [0.05, -0.01, -0.05], [0.03, -0.04, 0.06], [-0.21, 0.13, -0.05], [-0.03, -0.12, 0.01], [-0.13, 0.07, -0.07], [0.01, 0.05, -0.06], [0.02, 0.10, -0.09], [-0.09, 0.04, -0.08], [-0.03, -0.06, 0.07], [0.02, 0.13, -0.01], [0.05, 0.09, 0.07], [-0.07, -0.08, 0.00], [0.12, 0.01, -0.03], [0.07, -0.03, -0.06], [-0.01, -0.09, 0.05], [-0.06, -0.09, -0.01], [0.02, 0.05, -0.05], [-0.08, 0.09, 0.01], [-0.03, 0.16, 0.05], [0.15, -0.11, 0.02], [0.06, -0.04, 0.09], [0.07, -0.05, 0.01], [0.07, 0.05, 0.01], [0.01, 0.15, -0.26], [-0.07, 0.01, -0.03], [-0.12, -0.02, -0.02]], "e_tot_ev": -118104.3017, "lumo_ev": 0.023, "total_charge": 0, "orbital_gap_ha": 0.2340, "e_homo_ev": -6.3}



{"formula": "C2H9N3O", "method": "the ωB97M-V functional and the def2-TZVPD basis", "symbols": ["O", "N", "N", "N", "C", "C", "H", "H", "H", "H", "H", "H", "H", "H", "H"], "xyz": [[-1.093, 3.339, 0.015], [0.681, -1.286, 0.255], [-0.698, 0.600, 0.359], [1.162, 0.675, -0.960], [-0.335, -2.260, 0.520], [0.390, 0.049, -0.013], [1.574, -1.588, -0.096], [-1.252, 0.125, 1.056], [-0.908, 2.366, 0.055], [-0.706, -2.258, 1.567], [0.039, -3.274, 0.381], [0.912, 1.622, -1.175], [-0.227, 3.710, -0.214], [1.687, 0.173, -1.650], [-1.225, -1.992, -0.100]], "atomic_forces_ev_per_a": [[0.76, -0.15, -0.34], [1.45, 1.06, -0.18], [-0.05, 0.93, 0.23], [0.68, 0.21, 0.69], [-1.31, 0.40, 0.56], [-1.57, -1.80, -0.98], [-0.08, -0.27, 0.08], [0.31, -0.23, 0.11], [-0.47, 0.22, 0.24], [0.34, 0.25, -0.33], [-0.06, 0.19, -0.47], [-0.06, -0.03, -0.06], [-0.43, 0.13, 0.17], [-0.05, -0.17, 0.07], [0.54, -0.72, 0.21]], "e_tot_ev": -8737.8303, "lumo_ev": 0.665, "total_charge": 0, "orbital_gap_ha": 0.3650, "smiles": "[H]/N=C(/N)NC.O", "e_homo_ev": -9.3}



{"formula": "C14H8Br4F5N3O3S2TaTe", "method": "the ωB97M-V functional and the def2-TZVPD basis", "symbols": ["Ta", "Te", "Br", "Br", "Br", "Br", "S", "S", "F", "F", "F", "F", "F", "O", "O", "O", "N", "N", "N", "C", "C", "C", "C", "C", "C", "C", "C", "C", "C", "C", "C", "C", "C", "H", "H", "H", "H", "H", "H", "H", "H"], "xyz": [[-1.210, -0.413, -0.147], [-4.111, -1.592, -0.701], [1.691, 2.831, -5.590], [2.562, -2.206, -2.985], [-0.699, 3.481, -3.330], [3.338, -0.027, -5.408], [0.840, -3.589, 0.301], [3.394, -3.214, 0.603], [-0.644, -2.853, 0.404], [-2.124, -1.158, 1.413], [-4.476, -3.231, -1.513], [-3.174, 0.378, -0.271], [-4.794, -0.712, -2.168], [-2.342, -1.672, -1.229], [0.266, -1.029, -1.251], [-0.938, 1.083, -1.375], [0.581, -0.487, 1.347], [-1.282, 1.399, 1.266], [1.799, -1.162, 1.257], [0.277, 1.882, -3.327], [-0.483, 1.367, 2.349], [1.982, 0.369, -4.173], [-0.539, 2.317, 3.347], [-1.446, 3.363, 3.216], [-2.226, 3.425, 2.079], [1.863, -2.346, 0.800], [-2.119, 2.423, 1.122], [1.283, 1.583, -4.249], [0.674, -0.255, -2.282], [-0.013, 0.947, -2.353], [1.679, -0.561, -3.177], [0.557, 0.350, 2.313], [3.795, -3.481, 2.348], [-1.518, 4.125, 3.979], [3.983, -2.527, 2.834], [0.129, 2.249, 4.194], [-2.709, 2.442, 0.219], [-2.917, 4.239, 1.914], [1.374, 0.374, 3.027], [2.995, -4.026, 2.842], [4.702, -4.082, 2.358]], "atomic_forces_ev_per_a": [[-0.02, -0.02, 0.06], [0.01, -0.03, -0.03], [0.00, 0.00, 0.00], [0.00, 0.02, 0.00], [0.00, 0.01, 0.00], [0.00, 0.00, 0.00], [0.10, -0.04, 0.03], [0.09, -0.03, -0.04], [-0.06, 0.04, -0.02], [-0.02, 0.05, 0.05], [0.02, 0.01, 0.00], [-0.05, 0.00, -0.03], [0.00, 0.06, -0.04], [-0.09, -0.13, 0.05], [0.11, -0.05, -0.07], [-0.04, 0.04, 0.06], [-0.04, -0.01, -0.09], [0.02, 0.09, 0.03], [0.11, -0.03, 0.05], [0.00, -0.03, 0.02], [0.00, -0.03, -0.01], [0.01, 0.02, -0.02], [0.00, 0.01, 0.00], [0.00, -0.01, -0.01], [0.00, 0.00, 0.00], [-0.17, 0.09, 0.02], [0.01, 0.00, 0.00], [0.02, -0.01, -0.01], [0.02, -0.01, 0.02], [0.00, 0.01, 0.01], [-0.02, -0.01, 0.01], [0.02, -0.01, -0.03], [-0.02, -0.01, 0.01], [0.00, 0.00, 0.00], [0.00, 0.00, -0.01], [0.00, 0.00, 0.00], [-0.01, -0.01, -0.01], [0.00, 0.00, 0.00], [0.00, 0.00, 0.00], [0.00, 0.00, 0.00], [0.01, 0.00, -0.01]], "e_tot_ev": -349531.8703, "lumo_ev": -4.682, "total_charge": 1, "orbital_gap_ha": 0.2316, "e_homo_ev": -11.0}



{"formula": "C20H29N3O3", "method": "the ωB97M-V functional and the def2-TZVPD basis", "symbols": ["O", "O", "O", "N", "N", "N", "C", "C", "C", "C", "C", "C", "C", "C", "C", "C", "C", "C", "C", "C", "C", "C", "C", "C", "C", "C", "H", "H", "H", "H", "H", "H", "H", "H", "H", "H", "H", "H", "H", "H", "H", "H", "H", "H", "H", "H", "H", "H", "H", "H", "H", "H", "H", "H", "H"], "xyz": [[-3.068, -1.072, -0.589], [2.510, -0.329, 1.904], [-7.763, -1.696, 0.556], [3.405, -0.242, -0.176], [1.110, -0.168, 0.135], [-3.860, 1.057, -0.387], [7.670, 0.092, -0.058], [-2.893, 0.126, -0.609], [-5.775, -0.387, 0.077], [-7.344, 1.882, 0.382], [7.038, -1.296, -0.016], [5.408, 1.131, 0.250], [-0.906, 1.129, 0.516], [-0.617, -0.229, -1.592], [-7.020, -2.886, 0.424], [-6.000, 2.014, 0.077], [4.774, -0.263, 0.297], [-1.520, 0.762, -0.851], [0.861, -0.018, -1.283], [-7.124, -0.510, 0.385], [-0.034, -0.017, 1.012], [-7.910, 0.635, 0.536], [6.844, 1.078, 0.763], [-5.215, 0.876, -0.077], [5.602, -1.246, -0.531], [2.355, -0.236, 0.699], [1.439, -0.766, -1.837], [-3.579, 2.027, -0.440], [7.292, 2.073, 0.714], [-0.772, -0.142, -2.668], [7.623, -1.991, -0.621], [4.723, -0.600, 1.337], [-7.727, -3.695, 0.603], [-8.954, 0.516, 0.774], [-1.689, 1.339, 1.247], [1.167, 0.984, -1.630], [8.689, 0.048, 0.332], [-0.905, -1.240, -1.297], [-7.953, 2.765, 0.501], [7.038, -1.663, 1.012], [3.270, 0.052, -1.128], [7.723, 0.437, -1.094], [-6.213, -2.939, 1.161], [-5.145, -1.249, -0.047], [0.358, 0.181, 2.012], [5.401, 1.496, -0.782], [-0.619, -0.943, 1.048], [-5.562, 2.995, -0.042], [4.816, 1.816, 0.858], [-1.653, 1.671, -1.446], [5.600, -0.926, -1.576], [6.838, 0.763, 1.808], [-0.288, 2.024, 0.419], [5.148, -2.237, -0.480], [-6.599, -2.987, -0.581]], "atomic_forces_ev_per_a": [[-0.11, -0.31, 0.07], [0.17, -0.01, 0.51], [-0.10, 0.32, 0.01], [0.08, 0.02, -0.24], [-0.22, -0.02, -0.03], [-0.15, 0.43, 0.01], [0.03, -0.10, 0.32], [0.41, 0.43, -0.24], [-0.01, -0.43, 0.01], [0.04, -0.12, 0.00], [0.04, 0.12, -0.35], [-0.01, -0.18, 0.38], [0.08, -0.14, 0.07], [0.08, 0.07, 0.01], [0.13, -0.21, -0.02], [0.17, -0.01, -0.04], [0.09, 0.06, -0.13], [0.00, -0.23, -0.02], [0.10, 0.05, -0.30], [-0.06, 0.37, 0.01], [-0.07, 0.15, 0.38], [-0.08, -0.23, 0.02], [0.04, 0.12, -0.33], [-0.36, 0.01, 0.10], [0.00, -0.07, 0.39], [-0.11, -0.07, -0.26], [-0.02, 0.12, 0.00], [0.06, -0.23, -0.03], [0.01, 0.00, 0.10], [0.02, -0.07, 0.01], [0.01, -0.06, 0.08], [0.06, 0.04, -0.13], [0.09, 0.03, -0.02], [-0.13, -0.01, 0.03], [0.02, 0.07, 0.01], [0.05, -0.10, -0.05], [0.05, 0.03, -0.07], [0.01, 0.05, -0.06], [-0.06, 0.07, 0.01], [0.03, -0.08, 0.06], [-0.11, -0.02, 0.00], [0.05, 0.03, -0.07], [-0.02, 0.01, -0.04], [0.00, -0.05, 0.00], [-0.14, -0.07, -0.15], [-0.04, 0.03, -0.07], [0.01, 0.04, 0.08], [0.05, 0.11, -0.02], [-0.07, 0.02, -0.06], [-0.03, -0.05, 0.02], [-0.03, 0.00, -0.11], [0.03, 0.03, 0.10], [-0.01, 0.02, 0.05], [-0.07, 0.01, -0.06], [0.00, 0.01, 0.04]], "e_tot_ev": -31825.2194, "lumo_ev": 0.513, "total_charge": 0, "orbital_gap_ha": 0.3238, "smiles": "COc1cccc(NC(=O)C2CCN(C(=O)NC3CCCCC3)CC2)c1", "e_homo_ev": -8.3}